Record 1
Computed, not measured: a molecular structure, C7H3HgNO5, with ωB97M-V/def2-TZVPD.

Structure (XYZ):
```
17
Properties=species:S:1:pos:R:3:forces:R:3
Hg 0.0019 0.0000 -0.7121 0.032 0.000 0.128
O 0.0273 0.0000 5.7511 0.074 0.000 0.014
C -0.0064 0.0000 4.3877 -0.059 0.000 -0.135
C -1.2101 0.0000 3.6894 0.027 0.000 -0.026
C -1.1620 0.0000 2.3052 -0.146 0.000 0.249
N -0.0025 0.0000 1.6756 0.021 0.000 -0.620
C 1.1552 0.0000 2.3144 0.163 0.000 0.239
C 1.2016 0.0000 3.6991 -0.020 0.000 -0.013
C 2.4433 0.0000 1.4577 -0.190 0.000 -0.128
O 3.5022 0.0000 2.0842 0.071 0.000 0.018
O 2.2758 0.0000 0.1995 0.038 0.000 0.188
C -2.4480 0.0000 1.4488 0.168 0.000 -0.076
O -3.5075 0.0000 2.0785 -0.042 0.000 -0.012
O -2.2772 0.0000 0.1935 -0.104 0.000 0.156
H -0.8773 0.0000 6.0791 -0.037 0.000 -0.005
H -2.1779 0.0000 4.1761 0.013 0.000 0.014
H 2.1558 0.0000 4.2048 -0.011 0.000 0.009
```
Forces are in eV/Å.

Computed properties:
Expectation value of S²: 0.754
Total charge: -1
LUMO (spin up / spin down) in eV: 2.87 / 1.71
2S+1: 2
Kohn-Sham gap (spin up / spin down) in Eh: 0.27007 / 0.27727
HOMO level (spin up / spin down) in hartree: -0.16472 / -0.21444
ΔE to the lowest compared entry with this formula, charge and spin in kcal/mol: 0.0
E in eV: -23212.361

Record 2
Computed, not measured: a molecular structure, C26H38NO3S4SbSc in a non-equilibrium geometry, with ωB97M-V/def2-TZVPD.

Structure (XYZ):
```
74
Properties=species:S:1:pos:R:3:forces:R:3
Sc 0.2146 -0.0027 0.4664 -1.190 -1.082 2.114
S -0.1020 2.2019 1.7969 0.149 -0.055 -0.355
S -1.3802 1.4008 3.1885 -0.409 -0.137 0.496
S -1.0406 -0.6330 3.1837 0.364 0.356 0.291
S -1.7951 -1.3417 1.4287 -0.121 -0.032 -0.521
C 2.2895 -1.8272 -2.1944 -0.162 0.103 0.283
C 0.7885 -1.5508 -2.2168 0.136 0.156 -0.554
C 0.0862 -2.2591 -3.3696 0.061 0.244 0.243
O 0.1756 -1.9070 -0.9703 0.186 -0.079 -0.274
C 0.6079 -0.0084 -2.2798 -0.404 -0.933 -1.701
O 0.1415 0.5023 -3.2848 0.218 0.041 -0.061
O 0.9602 0.6058 -1.2258 0.916 0.682 -0.015
H 2.4931 -2.8982 -2.1764 -0.003 -0.102 0.002
H 2.7161 -1.3635 -1.3051 0.100 -0.030 -0.047
H 2.7594 -1.3933 -3.0743 0.051 -0.015 -0.118
H 0.4704 -3.2719 -3.4793 -0.003 -0.138 -0.004
H 0.2434 -1.7054 -4.2910 0.050 -0.029 -0.069
H -0.9830 -2.2991 -3.1719 -0.070 0.036 -0.041
H 0.3730 -2.8370 -0.7760 -0.134 0.466 0.322
C -4.6695 3.3857 -0.6763 0.240 0.053 0.008
C -3.5908 2.5473 -0.0174 0.381 -0.258 -0.302
C -4.2187 1.3602 0.6988 0.304 -0.015 0.069
Sb -1.9353 1.7755 -1.3238 -0.713 1.095 0.052
C -0.6576 3.6054 -1.3825 -0.215 -0.417 0.000
C 0.2120 3.6202 -2.6273 0.023 -0.171 0.133
C -1.4308 4.9030 -1.2175 0.037 -0.229 0.110
C -2.8128 1.8633 -3.3871 0.275 -0.074 0.504
C -3.8176 0.7317 -3.5275 0.195 -0.067 0.091
C -3.3974 3.1635 -3.9035 0.142 -0.005 0.065
H -5.3617 3.7490 0.0859 -0.145 0.063 0.067
H -5.2428 2.7882 -1.3820 -0.107 -0.018 -0.149
H -4.2540 4.2455 -1.1941 -0.052 0.136 -0.122
H -3.0694 3.1550 0.7282 0.127 -0.043 -0.072
H -4.7039 0.6835 -0.0056 -0.081 -0.103 -0.069
H -4.9701 1.7056 1.4114 -0.151 0.033 0.083
H -3.4709 0.7913 1.2504 -0.127 -0.041 -0.043
H -0.0118 3.4695 -0.5084 -0.155 -0.031 -0.127
H -0.3929 3.7045 -3.5287 -0.004 0.047 -0.181
H 0.7890 2.7022 -2.6953 0.050 0.047 -0.129
H 0.9070 4.4629 -2.5926 0.021 0.142 -0.038
H -2.1228 5.0592 -2.0424 -0.105 0.089 -0.055
H -0.7377 5.7463 -1.1966 0.068 0.141 -0.005
H -1.9895 4.9050 -0.2846 -0.114 0.092 0.072
H -1.9351 1.6203 -3.9891 0.074 -0.035 0.089
H -4.7007 0.9125 -2.9156 -0.139 -0.029 0.057
H -3.3752 -0.2146 -3.2155 -0.074 -0.123 -0.003
H -4.1398 0.6331 -4.5671 -0.081 -0.039 -0.087
H -4.3041 3.4402 -3.3738 -0.098 0.089 0.051
H -3.6524 3.0460 -4.9602 -0.067 0.033 -0.125
H -2.6843 3.9791 -3.8270 0.019 0.167 -0.012
N 1.6736 -1.1188 1.3152 0.305 -0.048 0.058
C 2.9196 -1.1815 1.4467 -0.196 -0.009 -0.057
C 3.7815 -0.0250 1.0511 0.076 0.236 -0.101
C 4.9309 -0.1903 0.2835 -0.093 -0.056 0.149
C 5.5701 0.9135 -0.2549 0.132 0.030 -0.116
C 5.0733 2.1863 -0.0326 0.069 0.107 -0.077
C 3.9480 2.3611 0.7581 -0.011 0.014 0.034
C 3.3100 1.2635 1.3025 0.022 -0.112 0.276
C 3.5869 -2.4307 1.9213 0.128 -0.189 0.195
C 3.0037 -3.6644 1.6409 0.039 0.141 -0.060
C 3.5716 -4.8353 2.1061 -0.068 -0.102 -0.040
C 4.7192 -4.7927 2.8818 0.038 -0.043 0.015
C 5.3009 -3.5705 3.1735 0.134 -0.100 0.095
C 4.7460 -2.3967 2.6919 -0.074 -0.016 -0.090
H 5.3136 -1.1838 0.0875 -0.011 -0.070 0.002
H 6.4520 0.7752 -0.8660 0.046 0.008 -0.050
H 5.5593 3.0423 -0.4798 0.053 0.056 -0.012
H 3.5565 3.3509 0.9417 -0.023 0.104 0.037
H 2.4391 1.3945 1.9449 0.155 -0.027 -0.245
H 2.0919 -3.6748 1.0588 -0.051 0.016 0.022
H 3.1193 -5.7881 1.8683 -0.064 -0.059 -0.004
H 5.1526 -5.7091 3.2602 0.041 -0.020 0.003
H 6.1944 -3.5409 3.7812 0.065 0.061 0.062
H 5.2043 -1.4473 2.9304 0.026 0.094 -0.021
```
Forces are in eV/Å.

Computed properties:
Total charge: -1
LUMO in eV: 2.39
Kohn-Sham gap in Eh: 0.24777
HOMO level in hartree: -0.15977
ΔE to the lowest compared entry with this formula, charge and spin in kcal/mol: 18.8
E in eV: -105797.005

Record 3
Computed, not measured: a molecular structure, C29H40N13O4Pr in a non-equilibrium geometry, with ωB97M-V/def2-TZVPD.

Structure (XYZ):
```
87
Properties=species:S:1:pos:R:3:forces:R:3
Pr 0.6320 0.3813 -1.8119 -0.950 -1.883 3.195
C -4.1434 3.1763 -2.3986 -0.015 -0.098 -0.047
N -2.9868 3.5056 -1.5785 0.000 0.118 -0.120
C -3.0810 4.7029 -0.7436 0.004 0.024 0.064
C -1.7014 4.7930 -0.1101 -0.027 -0.033 0.023
N -1.1582 3.4509 -0.3216 -0.055 0.156 -0.113
C 0.2817 3.3776 -0.1926 -0.296 0.041 -0.051
C -1.8792 2.7915 -1.3056 0.162 -0.009 0.425
N -1.4602 1.6279 -1.7308 -0.221 -0.167 -0.307
C -2.1492 0.8644 -2.7912 0.092 -0.210 0.108
C -2.3494 -0.6046 -2.3827 0.019 0.155 -0.101
N -1.0491 -1.2224 -2.1163 -0.631 -0.186 -0.065
C -0.8795 -2.4542 -1.7126 0.361 0.008 0.091
N 0.4296 -2.8997 -1.5775 -0.133 -0.092 -0.245
C 1.4601 -2.4391 -2.5076 -0.164 0.055 0.179
C 0.4293 -4.3219 -1.2196 -0.013 -0.033 0.100
C -1.0173 -4.5718 -0.7984 0.035 -0.035 0.092
N -1.7294 -3.4141 -1.3397 -0.017 -0.167 -0.101
C -3.1702 -3.3699 -1.1521 -0.047 0.107 0.042
H -4.8715 3.9736 -2.2771 0.022 0.029 0.023
H -4.6209 2.2482 -2.0830 -0.016 0.021 0.011
H -3.8852 3.1271 -3.4559 -0.013 -0.011 0.020
H -3.8703 4.5780 0.0015 0.003 -0.017 -0.013
H -3.3145 5.5724 -1.3559 -0.022 -0.001 0.017
H -1.7433 5.0270 0.9526 0.017 0.040 -0.016
H -1.0730 5.5398 -0.6064 -0.010 -0.022 -0.027
H 0.7692 4.1499 -0.7979 0.064 -0.110 -0.073
H 0.6595 2.3980 -0.4849 0.027 0.263 0.298
H 0.5480 3.5422 0.8515 0.107 -0.098 -0.010
H -1.5322 0.8968 -3.6995 -0.170 0.007 0.024
H -3.1192 1.2645 -3.0530 0.046 -0.027 -0.058
H -2.8458 -1.1034 -3.2193 -0.068 -0.017 0.049
H -2.9974 -0.6470 -1.5022 -0.046 0.026 -0.038
H 1.0140 -1.8652 -3.3340 0.095 -0.144 0.119
H 1.9607 -3.3010 -2.9470 0.073 0.054 -0.041
H 2.2411 -1.8469 -1.9991 -0.052 -0.131 -0.096
H 1.1325 -4.5200 -0.4131 0.011 -0.035 -0.023
H 0.7033 -4.9333 -2.0834 0.015 0.054 -0.027
H -1.1347 -4.6074 0.2880 -0.004 0.046 -0.009
H -1.4257 -5.4895 -1.2193 0.025 -0.007 0.013
H -3.5563 -4.3746 -1.3152 0.006 0.005 -0.008
H -3.6441 -2.7123 -1.8716 0.010 -0.019 0.030
H -3.4314 -3.0662 -0.1357 0.015 0.023 -0.011
C 5.2332 0.9339 -0.9912 0.091 0.089 -0.007
C 4.1843 1.6962 -1.7149 -0.127 -0.198 0.142
N 3.0004 1.2387 -2.0907 0.543 0.204 -0.429
C 2.4010 2.2752 -2.7978 0.194 -0.005 -0.161
C 3.2172 3.3729 -2.7854 -0.375 0.036 0.207
N 4.3357 2.9740 -2.1132 0.007 0.085 -0.111
C 3.0603 4.8139 -3.1618 0.284 -0.218 -0.023
O 1.8842 5.1833 -3.6157 -0.173 0.327 -0.158
O 3.9822 5.5584 -2.9777 -0.001 0.007 0.024
C 1.1259 2.0209 -3.5565 0.912 2.437 -1.126
O 0.3484 2.9541 -3.7419 0.176 -0.243 -0.327
O 0.9304 0.7903 -3.8418 0.066 0.083 -2.119
H 4.9026 -0.0834 -0.8073 -0.022 -0.007 -0.025
H 5.4908 1.4129 -0.0460 -0.002 -0.028 0.008
H 6.1373 0.8831 -1.5998 0.009 0.010 0.026
H 5.1387 3.5762 -1.9798 -0.011 0.043 0.019
H 1.2407 4.4460 -3.7131 0.041 -0.135 0.064
C -1.1587 0.1834 1.3322 0.138 -0.045 0.220
C 0.2945 -0.0735 1.5256 0.072 -0.080 -0.017
N 1.2113 -0.0623 0.5625 0.137 -0.137 0.775
C 2.4184 -0.3616 1.1742 0.005 0.115 0.030
C 2.2233 -0.5347 2.5010 0.119 -0.211 -0.119
N 0.8724 -0.3645 2.7139 -0.083 0.170 -0.036
C 0.1941 -0.5480 3.9897 -0.109 -0.225 -0.087
N -0.2453 -1.9083 4.1731 0.056 -0.033 0.058
N -1.0720 -2.4945 3.2674 0.104 0.279 -0.095
N -1.3389 -3.6802 3.6417 -0.183 -0.197 -0.154
C -0.7061 -3.9301 4.8361 0.296 0.464 0.200
C -0.7065 -5.0611 5.6571 -0.042 -0.031 -0.026
C 0.0374 -4.9971 6.8108 -0.103 -0.150 -0.058
C 0.7680 -3.8441 7.1540 0.050 0.128 -0.022
C 0.7711 -2.7160 6.3640 0.107 0.056 0.130
C 0.0151 -2.7811 5.1949 -0.180 -0.314 -0.160
H -1.3837 0.2333 0.2690 -0.107 0.054 0.041
H -1.4619 1.1267 1.7929 0.015 0.009 -0.059
H -1.7284 -0.6246 1.7853 -0.110 -0.066 -0.018
H 3.3374 -0.4171 0.6193 0.004 0.006 0.025
H 2.9100 -0.7770 3.2941 -0.050 -0.009 0.022
H -0.6450 0.1447 4.0460 0.007 -0.025 -0.028
H 0.8965 -0.3224 4.7869 -0.019 0.083 0.032
H -1.2845 -5.9345 5.3884 0.035 -0.023 0.021
H 0.0598 -5.8476 7.4781 0.011 0.008 -0.001
H 1.3399 -3.8444 8.0721 -0.009 0.011 0.001
H 1.3276 -1.8344 6.6552 -0.008 -0.004 0.000
```
Forces are in eV/Å.

Computed properties:
Expectation value of S²: 2.002
Total charge: +2
LUMO (spin up / spin down) in eV: -5.44 / -5.32
2S+1: 3
Kohn-Sham gap (spin up / spin down) in Eh: 0.28492 / 0.28938
HOMO level (spin up / spin down) in hartree: -0.48500 / -0.48500
E in eV: -72343.128

> Number 1 is which compound?

C7H3HgNO5